26
Properties=species:S:1:pos:R:3 method="wB97M-V/def2-TZVPD" energy_ev=-23242.335 smiles="C[C@@H](NC(=O)c1c(F)cccc1F)B(O)O" e_lumo_ev=0.525 homo_lumo_gap_ev=10.066 homo_energy_ev=-9.541
H -4.191 2.226 2.254
F -2.952 -0.679 -0.947
O 0.940 -2.013 -2.349
H 2.079 -1.607 0.128
C -2.142 1.574 2.391
O -0.421 -1.896 -0.107
B 2.026 -1.288 -2.027
H 4.150 -0.414 -0.540
H 3.176 1.012 -1.069
H 3.315 0.652 0.643
F 0.070 0.708 2.415
H 0.954 0.964 -0.088
C -1.163 0.775 1.862
H -4.662 0.891 0.275
C -1.407 0.091 0.685
C -3.395 1.632 1.806
C -0.318 -0.685 0.072
O 3.062 -1.078 -2.881
C -3.693 0.870 0.715
C -2.690 0.101 0.129
H -1.920 2.159 3.243
C 2.032 -0.737 -0.520
H 0.261 -2.000 -1.629
C 3.240 0.192 -0.350
H 2.861 -1.453 -3.764
N 0.788 0.002 -0.349

=====

40
Properties=species:S:1:pos:R:3 method="wB97M-V/def2-TZVPD" charge=+2 energy_ev=-105746.055 s_squared=6.01 e_lumo_ev="-6.350 / -10.316" homo_lumo_gap_ev="10.518 / 6.548" spin_multiplicity=5 homo_energy_ev="-16.868 / -16.863"
N 1.354 0.170 1.950
H 0.823 -3.576 -1.282
F -4.211 -0.160 -2.201
S -0.013 2.748 -2.348
C -3.400 0.694 -2.789
F -0.107 3.426 0.140
O 0.511 3.209 -3.569
Co 0.350 0.054 -0.789
C 2.277 -1.994 -1.435
N -1.535 2.535 -2.296
H 3.206 0.844 -0.079
O -3.295 2.155 -0.535
H -1.722 1.000 1.599
N -0.343 0.844 3.197
H 5.457 -0.146 -0.436
H -0.952 -2.009 -1.788
F -4.056 1.579 -3.490
N 0.296 0.365 1.158
S -2.421 1.548 -1.464
H 1.231 0.778 5.017
C 3.489 -2.617 -1.656
C 4.650 -1.955 -1.293
O -0.075 -1.718 -1.499
C 0.366 3.959 -0.994
C 0.983 -2.649 -1.831
N 1.679 0.299 4.242
N 0.923 0.467 3.121
O 0.740 1.515 -1.813
F -0.231 5.089 -1.252
H 0.956 -2.845 -2.903
O -1.595 0.435 -0.905
F -2.531 0.034 -3.556
C -0.729 0.765 1.944
H 3.523 -3.598 -2.111
N 2.197 -0.779 -0.869
C 3.327 -0.136 -0.519
H 5.614 -2.418 -1.460
F 1.670 4.105 -0.902
H 2.634 0.598 4.084
C 4.568 -0.691 -0.719

=====

Which ΔE to the lowest compared entry with this formula, charge and spin belongs to each record? In order, 0.0, 4.4 kJ/mol.
Which molecular weight belongs to each record? In order, 228.991, 533.278 g/mol.